Record 1
89
Properties=species:S:1:pos:R:3 method="wB97M-V/def2-TZVPD" energy_ha=-2629.954690 charge=0 gap_ev=9.721
C 2.1964 2.8751 0.0184
C 3.0705 3.8363 -0.9804
C 2.3725 5.2777 -1.3453
O 2.1135 5.4904 -2.6658
O 2.0573 6.3584 -0.3986
C 0.7599 6.1646 0.2662
C -0.4021 5.4702 -0.6583
Si -2.1716 5.5457 0.1788
O -3.1519 6.6626 -0.7590
Si -4.8644 6.2875 -0.6354
C -5.3432 4.4931 -1.1525
N -5.4011 3.6242 0.0844
H 2.2946 3.2118 1.1563
H 2.7045 1.7951 -0.0173
H 1.0800 2.7066 -0.3029
H 3.2805 3.2068 -1.9721
H 4.1261 4.0750 -0.4937
H 0.8338 5.5910 1.3087
H 0.3619 7.2545 0.5473
H -0.2293 4.3398 -0.9108
H -0.5033 6.0968 -1.6603
H -2.7946 4.2070 0.0150
H -2.0924 5.8748 1.5980
H -5.5808 7.1991 -1.5388
H -5.2732 6.5408 0.7676
H -6.3702 4.4175 -1.7400
H -4.4990 4.0408 -1.8555
H -5.7110 2.6668 -0.2106
H -6.0201 4.0212 0.8250
C -10.6244 2.3667 4.4040
C -9.8212 1.6874 5.5009
O -8.7608 0.8944 4.9542
C -7.7011 1.5834 4.4651
O -7.5723 2.8007 4.4563
O -6.8097 0.6910 3.9620
C -5.6915 1.2990 3.3175
H -10.9940 1.6297 3.6850
H -11.4731 2.9120 4.8252
H -10.0113 3.0764 3.8391
H -10.4759 1.0030 6.0491
H -9.4302 2.4098 6.2255
H -5.1813 2.0002 3.9846
H -6.0195 1.8025 2.4028
H -4.9863 0.5091 3.0443
C -1.0465 -3.4066 -1.1638
C -1.1603 -2.1210 -0.3614
O -0.0736 -1.2321 -0.6462
C -0.1231 -0.6060 -1.8473
O -1.0026 -0.7281 -2.6901
O 0.9863 0.1674 -1.9693
C 1.1068 0.8001 -3.2424
H -0.0753 -3.8810 -0.9950
H -1.8393 -4.1074 -0.8888
H -1.1200 -3.2158 -2.2394
H -1.1000 -2.3607 0.7047
H -2.1215 -1.6223 -0.5261
H 0.2148 1.3871 -3.4804
H 1.2931 0.0471 -4.0144
H 1.9645 1.4775 -3.2050
C 4.1484 -1.1754 -2.7836
C 3.1418 -2.2552 -2.4222
O 3.0940 -3.2781 -3.4239
C 4.1493 -4.1283 -3.4494
O 5.1173 -4.1012 -2.7005
O 3.9620 -5.0077 -4.4670
C 5.0614 -5.8943 -4.6680
H 3.9348 -0.7665 -3.7755
H 4.1278 -0.3644 -2.0506
H 5.1675 -1.5736 -2.8209
H 2.1430 -1.8100 -2.3787
H 3.3454 -2.6877 -1.4367
H 5.3095 -6.4343 -3.7494
H 5.9272 -5.3342 -5.0347
H 4.7737 -6.6248 -5.4293
C 5.6070 -5.3068 -0.1830
C 5.4296 -4.9647 1.2871
O 5.6118 -6.1191 2.1155
C 6.8908 -6.5424 2.2640
O 7.8843 -6.0292 1.7659
O 6.8828 -7.6530 3.0454
C 8.1652 -8.2609 3.1907
H 4.9411 -6.1256 -0.4708
H 5.3971 -4.4375 -0.8120
H 6.6272 -5.6419 -0.3964
H 4.4044 -4.6185 1.4504
H 6.0973 -4.1547 1.5997
H 8.9036 -7.5461 3.5660
H 8.4859 -8.6833 2.2334
H 8.0750 -9.0748 3.9156


Record 2
89
Properties=species:S:1:pos:R:3 method="wB97M-V/def2-TZVPD" relative_energy_kcal_mol=77.19 energy_ha=-3140.061297 charge=0 gap_ev=9.005
Mg 0.7924 2.7848 -0.7191
B 2.6369 3.2830 -0.6604
H 3.7000 3.4639 -0.6964
H 2.0927 4.1714 -0.3799
H 2.3243 3.0161 -1.6580
H 2.3592 2.4744 -0.0022
B 0.4917 0.7354 -0.5415
H 1.1042 0.8823 -1.4175
H 1.0126 1.0237 0.3583
H -0.4080 1.3213 -0.6491
H 0.1672 -0.2936 -0.5513
C -1.4698 -2.4854 1.7459
C -1.6478 -2.7193 3.2464
C -2.7539 -3.6638 3.5645
O -2.0984 -4.6738 4.2600
C -0.8132 -4.4617 4.3891
O -0.0123 -5.1933 4.9904
O -0.4658 -3.4495 3.6381
H -0.9410 -1.5672 1.4901
H -2.4550 -2.2606 1.3373
H -1.1915 -3.3299 1.1154
H -1.6590 -1.8503 3.9042
H -3.2726 -3.9746 2.6576
H -3.4501 -3.0197 4.1017
C 0.3850 -2.8818 -1.7225
C 1.4331 -3.5293 -2.6425
O 2.4234 -2.8605 -3.0469
C 1.4674 -5.0588 -2.7559
H -0.0326 -3.6592 -1.0827
H -0.3423 -2.3911 -2.3692
H 0.7873 -2.1257 -1.0482
H 2.5018 -5.3699 -2.9016
H 0.7547 -5.5254 -3.4360
H 1.1468 -5.4767 -1.8016
C 3.5386 -1.3199 0.1594
C 3.1812 -1.5324 1.6723
O 3.9985 -1.6231 2.5791
C 1.6574 -1.5330 1.9525
H 3.0533 -0.3984 -0.1625
H 3.1507 -2.1414 -0.4430
H 4.6104 -1.1388 0.0792
H 1.4240 -1.9300 2.9405
H 1.0668 -2.2094 1.3345
H 1.3346 -0.4934 1.8978
C 0.9202 -0.1541 -5.0300
C 2.2195 0.2694 -4.3938
C 2.1814 1.7844 -4.5857
S 0.4346 2.2705 -4.2079
O 0.0551 3.2252 -5.2624
O 0.3094 2.6572 -2.8081
C -0.2470 0.6746 -4.5386
H 0.7970 -1.2039 -4.7635
H 0.9598 -0.0983 -6.1178
H 3.1422 -0.1630 -4.7808
H 2.2688 -0.0022 -3.3394
H 2.4196 2.1303 -5.5916
H 2.9082 2.3265 -3.9808
H -1.1213 0.6708 -5.1895
H -0.5621 0.3697 -3.5407
C 2.1135 3.3637 4.2189
C 1.4803 1.9624 4.0001
C -0.0178 2.1622 3.6659
S -0.0539 3.6364 2.5555
O -1.2010 4.4724 2.8911
O 0.1497 3.1654 1.1912
C 1.5189 4.4058 3.1794
H 3.2026 3.4052 4.2039
H 1.9220 3.7244 5.2295
H 1.5372 1.3065 4.8688
H 2.0928 1.4856 3.2348
H -0.6064 2.4247 4.5450
H -0.5984 1.3865 3.1666
H 1.2895 5.3177 3.7306
H 2.0631 4.6536 2.2681
C -5.3017 1.1882 -1.1244
C -4.5594 -0.1723 -1.3578
C -3.1164 -0.0369 -0.8619
S -3.1991 1.2060 0.4767
O -2.4516 2.3549 0.0326
O -2.9607 0.6225 1.7946
C -4.9642 1.6144 0.3018
H -6.3632 0.9659 -1.2330
H -4.9173 1.9527 -1.7996
H -4.5950 -0.6252 -2.3486
H -5.0650 -0.9160 -0.7418
H -2.5982 0.5215 -1.6415
H -2.5155 -0.9264 -0.6726
H -5.0680 2.6480 0.6319
H -5.4851 0.9575 0.9984


Record 3
97
Properties=species:S:1:pos:R:3 method="wB97M-V/def2-TZVPD" relative_energy_kcal_mol=122.98 energy_ha=-2797.173174 charge=-3 gap_ev=2.020
C 9.9596 -14.3136 24.8558
C 9.8568 -12.9851 24.6983
C 9.2987 -12.3365 23.4287
O 9.1138 -11.0537 23.3142
C 8.6549 -13.0517 22.4868
C 8.7913 -14.5348 22.4819
C 9.5501 -15.1744 23.7982
O 9.6177 -16.3744 23.8622
O 8.4346 -15.3445 21.6626
O 10.1546 -12.3126 25.7908
H 10.3574 -14.6853 25.7885
H 8.0317 -12.6615 21.6958
B 6.3967 -21.7258 25.3104
F 5.9165 -21.0649 24.2114
F 5.8785 -22.9037 25.2099
F 7.7725 -21.5587 25.2613
F 5.9952 -21.2745 26.5150
C 2.2880 -18.0720 30.7769
C 2.7224 -17.1544 29.6344
O 4.0765 -17.2982 29.2608
O 0.8461 -18.0663 30.7258
H 2.6625 -17.7664 31.7539
H 2.6890 -19.0295 30.4445
H 2.4808 -16.0918 29.6084
H 2.2741 -17.4764 28.6944
H 4.2505 -18.0844 28.7381
H 0.6825 -18.1491 31.6681
C 4.6904 -18.6864 17.1999
C 4.2837 -18.5353 18.6798
O 4.8524 -19.5332 19.3881
O 6.0904 -18.7904 17.2023
H 4.3942 -17.8488 16.5683
H 4.1862 -19.5917 16.8620
H 3.2112 -18.5956 18.8647
H 4.5901 -17.6370 19.2158
H 4.2634 -20.2582 19.1665
H 6.4416 -18.4587 16.3726
C 13.3173 -22.5346 25.8856
C 13.7547 -21.4552 24.8603
O 13.4196 -21.6087 23.5006
O 13.8766 -23.8088 25.4287
H 12.2480 -22.6509 26.0622
H 13.6144 -22.2268 26.8882
H 14.8105 -21.2567 25.0447
H 13.2802 -20.5548 25.2505
H 13.7469 -22.4866 23.2911
H 14.8152 -23.7425 25.6189
C 0.0499 -22.3558 23.5570
C -1.1181 -21.4093 23.8476
O -2.1747 -21.3845 22.8700
O -0.3273 -23.6473 23.6028
H 0.7508 -22.2498 24.3850
H 0.4828 -22.1592 22.5761
H -0.5780 -20.4651 23.9181
H -1.5463 -21.5902 24.8335
H -2.5106 -22.2522 22.6339
H -0.2320 -23.9260 24.5165
C 9.7091 -28.6910 27.3572
C 10.6019 -29.5024 26.3190
O 11.7288 -28.7786 25.8932
O 9.1782 -27.5706 26.6722
H 10.3659 -28.2712 28.1191
H 8.9533 -29.3520 27.7814
H 10.0544 -29.6396 25.3865
H 10.7580 -30.4977 26.7352
H 11.5904 -27.8994 26.2530
H 8.9474 -26.8484 27.2610
C 10.6838 -19.9192 31.7825
C 9.9245 -19.9185 30.3991
O 9.8482 -21.2509 29.9621
O 11.8699 -20.6813 31.7404
H 10.1532 -20.3371 32.6380
H 10.8859 -18.9112 32.1447
H 10.5632 -19.4520 29.6491
H 8.9633 -19.4105 30.3209
H 9.2958 -21.3716 29.1863
H 11.8059 -21.1885 30.9278
C 10.6915 -25.7833 19.6444
C 10.6870 -26.0644 21.1522
O 10.3602 -24.8326 21.8691
O 11.1719 -24.3924 19.2149
H 9.7871 -25.9621 19.0628
H 11.3884 -26.5396 19.2831
H 11.6854 -26.1404 21.5828
H 10.0715 -26.9288 21.4014
H 10.7033 -24.8959 22.7635
H 11.6431 -24.5589 18.3952
C 3.5445 -24.6390 18.9975
C 4.9958 -24.5314 19.3934
O 5.7367 -23.6770 18.5876
O 2.9009 -23.3377 18.8516
H 3.0781 -25.2009 19.8067
H 3.3810 -25.3355 18.1751
H 5.4836 -25.5042 19.4542
H 4.9931 -24.0897 20.3899
H 5.6220 -24.0287 17.7017
H 2.0814 -23.4118 18.3571


Record 4
100
Properties=species:S:1:pos:R:3 method="wB97M-V/def2-TZVPD" energy_ha=-6156.475543 charge=+1 gap_ev=1.494
C -3.4711 4.9876 -3.1909
C -3.2020 5.0888 -1.6523
O -2.6915 3.8331 -1.1955
C -1.2878 3.7294 -1.3322
C -0.7322 3.0595 -0.0410
C -0.3835 1.5625 -0.1764
C -1.2608 0.6293 -1.1193
P -2.9092 -0.0223 -0.4792
C -4.2361 1.2991 -0.3809
C -3.4581 -1.2613 -1.8106
C -3.8740 -0.4761 -3.1280
C -0.3528 -0.6481 -0.9566
N 0.9493 -0.2982 -0.7476
N 1.9219 -1.2676 -0.5322
C 1.0111 1.1672 -0.8064
P 2.5675 2.0662 -0.3537
O 2.7545 2.2719 1.2662
O 2.4602 3.6007 -1.0101
S 4.0534 1.1129 -1.1834
H -4.4122 4.4271 -3.3170
H -2.6798 4.3392 -3.6101
H -3.4947 5.9823 -3.6544
H -2.5477 5.9299 -1.3677
H -4.1734 5.2163 -1.1387
H -0.8046 4.7189 -1.4570
H -0.9864 3.1463 -2.2297
H -1.4943 3.1748 0.7506
H 0.1660 3.5917 0.3213
H -0.4330 1.0431 0.8008
H -1.2706 0.9755 -2.1765
H -3.9355 2.1237 0.2867
H -5.1588 0.8121 -0.0216
H -4.3810 1.7504 -1.3810
H -2.6225 -1.9405 -2.0573
H -4.3700 -1.7982 -1.4167
H -4.9651 -0.3540 -3.2232
H -3.4209 -0.9596 -4.0134
H -3.4496 0.5430 -3.1006
H -0.7729 -1.7054 -0.9615
H 2.6010 -1.3222 -1.2897
H 1.4931 -2.1780 -0.2997
H 0.8588 1.4154 -1.8833
H 3.4921 2.8916 1.3635
H 2.3001 3.5033 -1.9591
O 3.5453 0.1736 4.0938
Cl 3.5769 -0.7733 3.0101
O 4.1795 -2.0055 3.4438
O 4.3226 -0.2300 1.9043
O 2.2073 -1.0415 2.5696
N -5.6879 -3.8926 -2.4864
H -6.1503 -3.0576 -2.8520
H -4.6841 -3.8315 -2.6662
H -5.8501 -3.9520 -1.4675
H -6.0683 -4.7249 -2.9471
C 3.0106 -1.9496 6.4362
O 2.9675 -3.0846 6.8957
O 2.3759 -1.5641 5.4240
O 3.6834 -1.0066 6.9048
O 2.0651 1.8968 -3.9979
C 3.0480 2.1796 -4.6343
O 3.4413 3.4466 -4.8699
C 4.5835 3.4457 -5.7477
C 5.1983 2.0698 -5.5920
C 3.9785 1.2058 -5.3096
H 4.2378 3.6355 -6.7666
H 5.2669 4.2402 -5.4550
H 5.7729 1.7540 -6.4612
H 5.8642 2.0573 -4.7266
H 3.5086 0.8471 -6.2279
H 4.2140 0.3730 -4.6509
C 7.0226 1.1710 5.6761
Cl 7.9938 2.5674 5.1709
Cl 6.7970 0.0834 4.2963
Cl 7.8646 0.3104 6.9763
Cl 5.4525 1.7372 6.2645
Be -5.4301 -2.0991 0.1974
C -0.2009 -7.0995 2.4180
C 1.0585 -6.3989 2.8934
O 1.2971 -5.2035 2.1587
C 0.2723 -4.2529 2.2701
C 0.0613 -3.7427 3.6894
H -0.1609 -7.2492 1.3382
H -0.3225 -8.0684 2.8989
H -1.0939 -6.5110 2.6336
H 1.9233 -7.0423 2.7299
H 1.0231 -6.1961 3.9686
H -0.6595 -4.6503 1.8444
H 0.5651 -3.4157 1.6417
H -0.3168 -4.5292 4.3415
H -0.6661 -2.9246 3.6980
H 1.0009 -3.3845 4.1139
C -4.4331 4.3787 2.6480
O -3.9608 3.0594 2.9171
H -4.2509 4.6022 1.5974
H -5.5052 4.4446 2.8482
H -3.8998 5.1042 3.2664
H -4.1316 2.8889 3.8456
O -2.4403 -8.8568 1.5783
H -1.7467 -8.8223 0.9027
K 0.8828 -1.8733 1.2180


Record 5
94
Properties=species:S:1:pos:R:3 method="wB97M-V/def2-TZVPD" energy_ha=-5295.984874 charge=+2 gap_ev="6.289 / 4.800" spin_multiplicity=2 s2=0.786
Cd 14.6273 -13.6428 -21.9031
Tl 22.8697 -14.2817 -25.8304
C 18.0731 -13.6628 -23.8762
C 19.3673 -13.6206 -24.5974
C 19.8904 -12.1879 -25.0278
O 20.9815 -12.0424 -25.5219
C 18.9082 -11.1005 -24.9114
C 17.7555 -11.2136 -24.1456
C 17.4142 -12.5611 -23.5446
O 16.3991 -12.6566 -22.7017
O 17.0400 -10.1291 -24.1461
O 20.1241 -14.6258 -24.7931
H 17.9624 -14.6474 -23.4465
H 19.1159 -10.1543 -25.3887
C 17.8935 -17.6648 -21.8569
S 19.6543 -17.4232 -22.3866
O 20.0895 -16.4933 -21.2282
C 20.2860 -19.0519 -21.9249
H 17.3404 -16.7382 -22.0106
H 17.7438 -18.0704 -20.8563
H 17.3508 -18.3664 -22.4904
H 19.7712 -19.2414 -20.9830
H 21.3168 -18.8269 -21.6509
H 20.0467 -19.8099 -22.6707
C 18.7871 -15.9593 -27.7063
S 20.1764 -17.1723 -27.3335
O 21.3944 -16.4121 -26.9686
C 19.4552 -17.7401 -25.7258
H 18.7773 -15.0794 -27.0630
H 17.7463 -16.2811 -27.6714
H 18.9691 -15.5767 -28.7106
H 19.0219 -16.9393 -25.1267
H 20.1244 -18.4321 -25.2144
H 18.4942 -18.1048 -26.0885
C 17.2107 -15.3432 -19.1235
S 16.0763 -13.9707 -18.7693
O 15.5247 -13.5177 -20.1038
C 14.6507 -14.8997 -18.0083
H 17.6590 -15.1331 -20.0945
H 16.6520 -16.2770 -19.1866
H 17.9118 -15.3924 -18.2903
H 14.1416 -15.5629 -18.7076
H 13.7978 -14.3482 -17.6129
H 15.1104 -15.4777 -17.2065
C 16.2803 -6.3432 -23.4409
S 17.5755 -5.0400 -23.6396
O 17.7429 -4.5422 -22.2555
C 19.1387 -5.9597 -23.8846
H 15.5796 -6.1204 -22.6362
H 16.6484 -7.3647 -23.3455
H 15.7803 -6.3430 -24.4094
H 19.1579 -6.6776 -23.0647
H 20.0277 -5.3334 -23.8106
H 19.1658 -6.5123 -24.8237
C 14.6099 -9.5351 -21.0454
S 13.0990 -10.5394 -21.3211
O 13.4996 -12.0105 -21.3692
C 12.2727 -10.1270 -19.7331
H 14.2124 -8.5364 -20.8642
H 15.1615 -9.5248 -21.9855
H 15.1885 -9.9304 -20.2105
H 11.6524 -9.2409 -19.5986
H 12.9613 -10.1129 -18.8883
H 11.5279 -10.9084 -19.5824
C 22.5573 -9.4149 -24.4634
S 24.0926 -10.4318 -24.9715
O 23.6809 -11.5682 -25.8894
C 24.6951 -8.9500 -25.9289
H 21.9868 -10.0980 -23.8340
H 22.0462 -9.0543 -25.3560
H 22.7686 -8.5681 -23.8104
H 23.8218 -8.6648 -26.5155
H 25.4562 -9.2098 -26.6646
H 24.8555 -8.1655 -25.1893
C 11.4633 -6.8042 -24.6534
S 12.9056 -7.5565 -25.6669
O 12.2752 -8.4754 -26.7654
C 13.5752 -8.6108 -24.3714
H 11.0682 -5.9648 -25.2255
H 11.8167 -6.2652 -23.7743
H 10.6180 -7.4266 -24.3599
H 13.7709 -8.0516 -23.4564
H 14.4311 -9.1450 -24.7838
H 12.7139 -9.2712 -24.2705
C 15.1980 -13.2987 -26.2001
S 13.6311 -13.5449 -25.2800
O 13.9888 -13.7467 -23.8265
C 13.1772 -11.7966 -25.3231
H 14.9910 -12.8410 -27.1674
H 15.7403 -14.2301 -26.3630
H 15.8623 -12.6395 -25.6412
H 14.0474 -11.1959 -25.0588
H 12.3120 -11.6121 -24.6863
H 12.8894 -11.4709 -26.3227